40
Properties=species:S:1:pos:R:3:forces:R:3:lowdin_charge:R:1 method="wB97M-V/def2-TZVPD" energy_ev=-53244.36606 homo_lumo_gap_ev=7.48 e_above_lowest_ev=0.5736 charge=-1 largest_force_ev_per_a=0.1
Rh -0.2496 -0.4124 0.0400 -0.012 0.016 -0.002 1.19
S 0.1285 -4.4480 1.7571 -0.020 0.013 0.010 1.12
C -0.1446 -3.3513 3.0828 0.012 -0.011 -0.007 -0.45
C -0.2143 -3.6337 4.4423 0.011 -0.007 -0.002 -0.10
C -0.4320 -2.5788 5.3071 -0.006 0.011 0.005 -0.09
C -0.5802 -1.2722 4.8281 0.000 -0.016 0.002 -0.06
C -0.5144 -0.9862 3.4801 0.012 0.000 -0.008 0.00
C -0.2923 -2.0477 2.6064 -0.007 0.043 0.022 -0.26
N -0.1821 -1.9687 1.2234 0.003 -0.076 -0.002 -0.02
C 0.0350 -3.1258 0.6541 0.026 -0.019 0.001 -0.49
C 0.1798 -3.1297 -0.7825 -0.002 0.010 -0.007 -0.23
C 0.4121 -4.2467 -1.5813 -0.006 0.017 0.030 -0.06
C 0.5399 -4.0708 -2.9457 0.002 0.006 -0.021 -0.11
C 0.4370 -2.7879 -3.4851 0.005 -0.014 -0.007 -0.10
C 0.2070 -1.6832 -2.6785 -0.008 0.002 0.018 -0.08
C 0.0682 -1.8297 -1.3005 0.003 -0.013 -0.023 -0.18
H -0.1004 -4.6457 4.8082 -0.003 0.000 0.001 0.10
H -0.4944 -2.7689 6.3711 0.001 -0.001 0.000 0.10
H -0.7660 -0.4671 5.5265 0.000 0.000 0.001 0.11
H -0.6580 0.0119 3.0872 0.017 -0.011 0.012 0.09
H 0.4913 -5.2356 -1.1421 0.001 0.000 -0.001 0.10
H 0.7205 -4.9206 -3.5914 -0.002 0.002 -0.003 0.09
H 0.5420 -2.6534 -4.5556 0.000 -0.004 -0.001 0.10
H 0.1402 -0.6984 -3.1267 -0.001 0.001 0.001 0.10
O -3.1632 1.9272 0.4327 -0.014 -0.012 0.002 -0.34
S -2.4364 0.8511 1.0594 0.030 0.051 -0.017 0.31
O -2.9751 0.3982 2.3260 -0.027 -0.007 -0.001 -0.35
O -2.3009 -0.3455 0.0883 -0.017 0.026 0.009 -0.47
O -0.9498 1.2158 1.2308 -0.022 -0.026 -0.021 -0.49
C 3.2212 1.6809 0.4445 0.012 0.019 0.017 -0.07
C 2.2602 0.6287 0.9841 -0.033 -0.019 -0.005 -0.58
C 2.9939 -0.3686 1.8796 -0.012 0.019 -0.002 -0.06
O 1.6734 -0.0313 -0.1056 0.034 0.025 0.017 -0.33
H 3.7192 2.2172 1.2569 0.005 0.000 -0.005 0.07
H 2.6789 2.4004 -0.1694 -0.002 -0.002 -0.004 0.07
H 3.9806 1.1998 -0.1772 0.001 -0.002 -0.003 0.07
H 1.4943 1.1436 1.5848 0.021 -0.005 -0.005 0.11
H 3.7676 -0.8790 1.3003 0.003 -0.004 -0.002 0.08
H 2.3011 -1.1206 2.2606 -0.004 -0.014 0.006 0.05
H 3.4617 0.1271 2.7354 -0.001 0.001 -0.004 0.07